Entry 1:
{"formula": "C2H4FN3", "method": "ωB97M-V with the def2-TZVPD basis set", "elements": ["F", "N", "N", "N", "C", "C", "H", "H", "H", "H"], "positions_angstrom": [[2.7579, 0.9500, -0.0839], [-0.7996, -0.7255, 0.2083], [0.2333, -1.3952, -0.3065], [1.3031, -0.7109, -0.5852], [1.6052, 0.3177, 0.1215], [-1.4594, 0.3033, -0.2902], [-1.2981, -1.2083, 0.9700], [-2.2705, 0.8298, 0.1427], [-1.1103, 0.8895, -1.1277], [1.0384, 0.7495, 0.9510]], "homo_energy_ev": [-7.4, -7.8], "max_force_ev_per_a": 3.8, "total_charge": 0, "e_lumo_ev": [-0.24, 0.02], "homo_lumo_gap_ev": [7.186, 7.792], "e_above_lowest_kcal_mol": 93.9, "total_energy_ha": -342.57329}

---

Entry 2:
{"formula": "C4H6N2O", "method": "ωB97M-V with the def2-TZVPD basis set", "elements": ["O", "N", "N", "C", "C", "C", "C", "H", "H", "H", "H", "H", "H"], "positions_angstrom": [[1.5821, 0.9560, -0.0152], [1.5319, -1.1732, -1.1299], [-1.2346, -0.8501, 0.8937], [1.0784, -0.2710, -0.3846], [-0.2256, -0.0228, 0.2976], [0.4119, 1.2546, 0.8069], [-1.5000, -0.2500, -0.4099], [2.4352, -0.9125, -1.5236], [-1.4223, -0.8804, -1.2948], [-0.0663, 2.1913, 0.5119], [-2.2513, 0.5336, -0.4395], [-1.0199, -1.8401, 0.8207], [0.6805, 1.2646, 1.8668]], "homo_energy_ev": -9.9, "max_force_ev_per_a": 0.6, "total_charge": 0, "e_lumo_ev": 1.02, "homo_lumo_gap_ev": 10.907, "e_above_lowest_kcal_mol": 61.7, "total_energy_ha": -340.69658}